C7H9PS4 | the ωB97M-V functional and the def2-TZVPD basis

Properties
Total energy = -2206.1849 a.u.
Kohn-Sham gap = 8.12 eV
Energy above the lowest of the compared OMol25 structures with the same formula, charge and spin = 1.781 eV
Structure (SMILES) = C=C1C=CC=C[C@@H]1SP(S)SS
E_LUMO = -0.2 eV
E_HOMO = -8.33 eV

```
21
Properties=species:S:1:pos:R:3:lowdin_charge:R:1
C -0.58 0.28 -2.24 0.0128
C -1.18 0.17 -1.04 -0.3288
C -2.08 1.12 -0.42 -0.0437
C -2.50 0.78 0.82 -0.0486
C -2.25 -0.53 1.52 -0.0604
C -1.46 -1.39 0.96 -0.2491
C -0.74 -1.06 -0.21 -0.5449
S 0.94 -0.77 0.59 0.5534
P 2.34 -0.50 -0.94 0.0335
S 3.91 -1.70 -0.18 0.2561
S 3.24 1.56 -0.59 0.0052
S 3.91 1.75 1.29 0.2788
H 0.09 -0.52 -2.55 0.0282
H -0.63 1.21 -2.84 0.0818
H -2.43 2.04 -0.83 0.1032
H -3.03 1.59 1.30 0.0947
H -2.84 -0.86 2.39 0.1189
H -1.22 -2.31 1.33 0.0882
H -0.76 -1.77 -1.02 0.1181
H 4.43 -0.80 0.70 -0.2341
H 2.85 1.71 1.95 -0.2632
```



C7N2RhS7 | the ωB97M-V functional and the def2-TZVPD basis

Properties
Total energy = -3274.2282 a.u.
Kohn-Sham gap (spin up / spin down) = 5.58 / 5.58 eV
Charge = -1
E_LUMO (spin up / spin down) = 0.6 / 0.6 eV
E_HOMO (spin up / spin down) = -4.96 / -4.96 eV

```
17
Properties=species:S:1:pos:R:3:lowdin_charge:R:1
Rh -0.06 -0.12 0.10 0.0903
S 2.87 4.94 -4.04 0.4838
C 2.20 3.78 -3.10 -1.5277
S 3.06 2.38 -2.54 0.8595
C 1.76 1.63 -1.62 -1.1878
C 0.56 2.33 -1.62 -1.1908
S -0.92 1.95 -0.87 0.5617
S 0.56 3.82 -2.54 0.8590
S 2.17 0.16 -0.86 0.5615
S -0.22 -0.44 2.42 0.6571
C -1.12 -1.92 2.42 -0.7518
C -1.43 -2.41 3.69 -0.3201
N -1.66 -2.77 4.76 0.1599
C -1.52 -2.61 1.29 -0.7518
S -1.19 -2.13 -0.34 0.6573
C -2.24 -3.81 1.41 -0.3200
N -2.83 -4.79 1.46 0.1599
```



C80H130N12O5 | the ωB97M-V functional and the def2-TZVPD basis

Properties
Total energy = -4159.2300 a.u.
Kohn-Sham gap = 8.48 eV
Energy above the lowest of the compared OMol25 structures with the same formula, charge and spin = 0.000 eV
Structure (SMILES) = CC1(C)CCCC(C)(C)N1O.CC1(C)CCCC(C)(C)N1O.CC1(C)CCCC(C)(C)N1O.CC1(C)CCCC(C)(C)N1O.CC1(C)CCCC(C)(C)N1O.c1ccncc1.c1ccncc1.c1ccncc1.c1ccncc1.c1ccncc1.c1ccncc1.c1ccncc1
E_LUMO = 0.3 eV
E_HOMO = -8.18 eV

```
227
Properties=species:S:1:pos:R:3:lowdin_charge:R:1
C 5.43 4.73 -3.65 -0.0229
C 4.23 4.06 -4.43 -0.4684
C 3.35 5.24 -4.95 -0.0104
C 4.92 3.21 -5.49 -0.1541
C 4.04 2.16 -6.13 -0.1722
C 3.48 1.32 -5.00 -0.1429
C 2.64 2.13 -4.02 -0.5006
C 1.28 2.58 -4.75 0.0060
C 2.31 1.25 -2.84 -0.0441
N 3.54 3.16 -3.46 -0.0623
O 2.74 4.04 -2.64 -0.0807
H 5.63 5.63 -4.22 0.0747
H 5.09 5.00 -2.65 0.0518
H 6.38 4.20 -3.51 0.0811
H 2.40 4.94 -5.34 0.0637
H 3.21 5.90 -4.13 0.0688
H 3.92 5.69 -5.75 0.0813
H 5.26 3.91 -6.29 0.1316
H 5.82 2.74 -5.14 0.1018
H 3.24 2.72 -6.62 0.1042
H 4.52 1.52 -6.83 0.1031
H 4.35 0.75 -4.54 0.1297
H 2.74 0.54 -5.24 0.1125
H 0.74 3.39 -4.22 0.0912
H 0.65 1.66 -4.79 0.0613
H 1.44 2.85 -5.77 0.0507
H 1.46 1.70 -2.31 0.0798
H 3.24 1.18 -2.27 0.0769
H 1.98 0.28 -3.22 0.0704
H 3.19 3.82 -1.82 0.0194
C -2.42 -8.06 -0.69 -0.0243
C -2.53 -6.76 0.16 -0.5244
C -2.45 -7.15 1.67 -0.0161
C -1.46 -5.78 -0.29 -0.1351
C -1.63 -4.50 0.54 -0.1637
C -2.87 -3.83 -0.03 -0.1477
C -4.09 -4.69 0.17 -0.4744
C -4.58 -4.58 1.66 0.0034
C -5.20 -4.27 -0.76 -0.0207
N -3.77 -6.11 -0.26 -0.0938
O -4.91 -6.89 0.00 -0.0364
H -3.26 -8.74 -0.46 0.0834
H -2.43 -7.84 -1.76 0.0875
H -1.45 -8.49 -0.41 0.0793
H -1.53 -7.74 2.01 0.1094
H -2.63 -6.28 2.28 0.0341
H -3.33 -7.78 1.92 0.0837
H -0.47 -6.18 -0.09 0.1121
H -1.61 -5.54 -1.37 0.1259
H -1.66 -4.68 1.62 0.0918
H -0.79 -3.81 0.49 0.0908
H -2.73 -3.58 -1.08 0.1099
H -3.06 -2.88 0.47 0.0879
H -5.07 -3.60 1.80 0.0677
H -3.77 -4.74 2.35 0.0506
H -5.30 -5.37 1.92 0.0836
H -5.49 -3.24 -0.57 0.0763
H -6.11 -4.87 -0.64 0.0939
H -4.70 -4.41 -1.67 0.0624
H -4.83 -7.13 0.95 0.0764
C 2.20 6.51 6.36 -0.0446
C 2.21 5.53 5.21 -0.5328
C 2.38 6.40 3.89 -0.0150
C 3.33 4.50 5.33 -0.1399
C 3.18 3.20 4.51 -0.1651
C 1.91 2.56 5.06 -0.1367
C 0.71 3.50 4.76 -0.4563
C 0.35 3.60 3.23 0.0038
C -0.50 2.86 5.59 -0.0117
N 0.99 4.76 5.40 -0.1216
O -0.12 5.64 5.25 -0.0422
H 1.33 7.19 6.23 0.0897
H 1.91 6.04 7.30 0.0906
H 3.20 7.00 6.35 0.0986
H 1.74 7.30 3.97 0.0776
H 3.42 6.75 3.94 0.0814
H 2.12 5.81 2.99 0.0667
H 4.29 4.98 5.19 0.1125
H 3.33 4.23 6.35 0.0984
H 3.13 3.40 3.40 0.1035
H 4.13 2.66 4.59 0.1037
H 2.06 2.42 6.17 0.1384
H 1.73 1.59 4.64 0.0676
H 0.48 2.69 2.59 0.0707
H 1.00 4.33 2.84 0.0261
H -0.64 4.09 3.15 0.0951
H -1.42 3.37 5.55 0.0542
H -0.21 2.86 6.67 0.1019
H -0.64 1.89 5.13 0.0400
H 0.01 6.11 4.35 0.1264
C -3.11 1.61 -3.55 -0.0124
C -2.41 0.51 -4.41 -0.4776
C -1.96 1.13 -5.73 -0.0263
C -1.24 -0.09 -3.64 -0.1452
C -0.78 -1.35 -4.29 -0.1806
C -1.89 -2.43 -4.23 -0.1131
C -3.16 -1.96 -4.93 -0.5079
C -2.97 -2.11 -6.45 -0.0315
C -4.32 -2.86 -4.56 -0.0465
N -3.46 -0.55 -4.50 -0.0805
O -4.53 -0.01 -5.26 -0.0531
H -3.86 2.05 -4.18 0.0742
H -3.67 1.14 -2.75 0.0616
H -2.46 2.35 -3.20 0.0607
H -1.59 2.15 -5.51 0.0809
H -1.20 0.61 -6.28 0.0624
H -2.87 1.21 -6.36 0.0942
H -0.36 0.60 -3.57 0.0943
H -1.50 -0.23 -2.58 0.1193
H -0.40 -1.18 -5.27 0.0952
H 0.10 -1.70 -3.75 0.0794
H -2.08 -2.69 -3.16 0.1114
H -1.53 -3.40 -4.62 0.1124
H -3.07 -3.16 -6.69 0.0791
H -1.98 -1.77 -6.85 0.0829
H -3.75 -1.48 -6.96 0.0930
H -4.71 -2.75 -3.53 0.0769
H -4.16 -3.91 -4.78 0.0876
H -5.21 -2.60 -5.13 0.0795
H -5.25 0.16 -4.61 0.1221
C -2.88 0.74 3.96 -0.0660
C -4.22 0.70 3.34 -0.5341
C -5.12 -0.18 4.25 0.0048
C -4.68 2.08 3.16 -0.1538
C -5.91 2.22 2.32 -0.1563
C -5.67 1.62 0.97 -0.1558
C -5.15 0.24 1.03 -0.4987
C -6.26 -0.86 1.32 0.0096
C -4.57 -0.06 -0.39 -0.0243
N -4.01 0.23 1.94 -0.0138
O -3.56 -1.18 2.12 -0.0787
H -2.10 1.12 3.32 0.0514
H -2.98 1.37 4.85 0.0925
H -2.49 -0.25 4.23 0.0825
H -6.16 0.00 4.13 0.0561
H -4.99 -1.18 3.86 0.0675
H -4.87 -0.10 5.31 0.0922
H -4.90 2.63 4.10 0.1414
H -3.83 2.52 2.64 0.1123
H -6.68 1.69 2.81 0.0965
H -6.07 3.25 2.16 0.1090
H -4.89 2.18 0.47 0.1001
H -6.47 1.66 0.30 0.1134
H -7.08 -0.42 1.89 0.0747
H -5.86 -1.69 1.87 0.0370
H -6.61 -1.03 0.28 0.0842
H -3.85 0.65 -0.67 0.0452
H -5.36 -0.19 -1.12 0.0788
H -4.11 -1.08 -0.31 0.0757
H -2.63 -1.10 1.90 0.0327
C 5.88 4.51 1.96 -0.0635
C 5.37 3.24 1.74 -0.1074
C 4.55 2.94 0.69 -0.1411
N 4.06 3.87 -0.15 0.0647
C 4.51 5.13 0.07 -0.1207
C 5.46 5.50 1.06 -0.0353
H 6.61 4.57 2.77 0.1126
H 5.77 2.43 2.38 0.1194
H 4.38 1.89 0.49 0.0775
H 4.13 5.83 -0.68 0.1079
H 5.89 6.49 1.07 0.0946
C 1.16 -3.67 6.26 -0.0527
C 0.04 -2.87 6.29 -0.0755
C 0.08 -1.59 5.77 -0.1562
N 1.17 -1.07 5.25 0.0671
C 2.29 -1.80 5.16 -0.1534
C 2.33 -3.07 5.70 -0.0627
H 1.22 -4.65 6.67 0.0937
H -0.83 -3.21 6.86 0.1071
H -0.83 -0.96 5.79 0.1073
H 3.19 -1.29 4.93 0.0989
H 3.24 -3.62 5.53 0.0981
C 1.94 -0.15 0.76 -0.0339
C 0.95 -0.66 -0.14 -0.0354
C -0.36 -0.89 0.32 -0.1347
N -0.77 -0.51 1.50 0.0816
C 0.11 0.02 2.34 -0.1608
C 1.44 0.13 2.06 -0.0784
H 2.97 -0.12 0.47 0.0676
H 1.30 -0.81 -1.12 0.0624
H -1.13 -1.30 -0.32 0.1035
H -0.31 0.28 3.31 0.0784
H 2.07 0.47 2.85 0.0793
C 6.49 -1.92 -2.32 -0.0773
C 6.37 -0.58 -2.54 -0.0542
C 5.85 0.23 -1.49 -0.1346
N 5.48 -0.27 -0.32 0.0446
C 5.59 -1.60 -0.13 -0.1539
C 6.03 -2.44 -1.12 -0.0822
H 6.86 -2.56 -3.08 0.1045
H 6.53 -0.11 -3.47 0.0862
H 5.68 1.30 -1.59 0.0944
H 5.31 -1.97 0.89 0.1183
H 6.13 -3.50 -1.03 0.0982
C 1.07 -3.88 2.82 -0.0890
C 2.13 -3.39 2.06 -0.0591
C 2.86 -4.26 1.27 -0.1608
N 2.61 -5.56 1.34 0.0554
C 1.73 -6.09 2.22 -0.1232
C 0.91 -5.23 2.92 -0.0971
H 0.34 -3.24 3.31 0.1091
H 2.33 -2.35 1.96 0.0684
H 3.69 -3.94 0.64 0.0931
H 1.66 -7.17 2.30 0.1037
H 0.15 -5.62 3.56 0.1006
C 2.34 -2.99 -3.02 -0.1047
C 2.18 -3.19 -4.40 -0.0938
C 1.40 -4.19 -4.90 -0.1731
N 0.72 -4.95 -4.09 0.0495
C 0.79 -4.82 -2.80 -0.1082
C 1.55 -3.73 -2.20 -0.0401
H 3.07 -2.24 -2.63 0.1138
H 2.80 -2.56 -5.08 0.1127
H 1.33 -4.52 -5.94 0.1144
H 0.28 -5.55 -2.25 0.0682
H 1.61 -3.69 -1.13 0.0701
C -0.02 3.94 -0.89 -0.0664
C -1.01 4.90 -1.27 -0.0431
C -2.33 4.67 -0.79 -0.1694
N -2.69 3.63 -0.06 0.0497
C -1.77 2.72 0.30 -0.1259
C -0.43 2.87 -0.13 -0.0741
H 1.01 4.08 -1.16 0.0704
H -0.85 5.79 -1.93 0.1085
H -3.16 5.30 -1.17 0.1056
H -2.11 2.05 1.09 0.0796
H 0.31 2.11 0.05 0.0766
```